(1)
A cluster of 2 separate species, C3H9IN3 in total at a distorted geometry. Source: OMol25; level of theory: wB97M-V/def2-TZVPD.

Summary:
**Charge**: +1
**HOMO-LUMO gap**: 8.64 eV
**DFT total energy**: -581.3068 a.u.
**Lowest unoccupied orbital energy**: -4.719 eV
**ΔE to the lowest compared entry with this formula, charge and spin**: 2.842 eV
**Max |F|**: 0.056 hartree/bohr

Each line ends with the Mulliken charge.
Atoms and positions in Å:
C: 1.717 0.902 -0.616  -0.663
C: 1.074 1.648 -1.475  -0.672
C: -0.842 -0.810 1.282  0.296
N: -0.462 -0.936 0.007  0.405
N: -0.101 -0.273 2.231  -0.208
N: -1.203 -1.690 -0.893  -0.931
I: -2.237 -0.467 -2.348  0.238
H: 2.302 0.058 -0.933  0.374
H: 1.646 1.053 0.488  0.303
H: 0.318 2.306 -1.254  0.311
H: 1.024 1.624 -2.524  0.320
H: -1.864 -1.091 1.565  0.310
H: 0.422 -0.489 -0.263  0.117
H: -0.399 -0.160 3.233  0.291
H: 0.683 0.218 1.901  0.126
H: -2.077 -1.894 -0.403  0.384


(2)
A structure of composition C21H36P2Zn at a distorted geometry. Source: OMol25; level of theory: wB97M-V/def2-TZVPD.

Summary:
**HOMO-LUMO gap**: 4.25 eV
**DFT total energy**: -3283.4237 a.u.
**Lowest unoccupied orbital energy**: -0.492 eV
**ΔE to the lowest compared entry with this formula, charge and spin**: 2.445 eV
**Max |F|**: 0.113 hartree/bohr

Each line ends with the Mulliken charge.
Atoms and positions in Å:
P: -0.483 -1.742 -2.576  2.078
P: 0.506 1.584 -1.139  1.202
C: 0.044 -0.155 -3.447  -1.213
C: 1.101 0.692 -2.665  -1.275
H: -0.861 0.449 -3.677  0.334
H: 0.438 -0.417 -4.443  0.552
H: 1.980 0.093 -2.377  0.513
H: 1.489 1.494 -3.313  0.770
C: -0.366 2.954 -1.960  -1.390
H: -0.536 3.809 -1.292  0.419
H: -1.327 2.612 -2.364  0.376
H: 0.246 3.286 -2.807  0.435
C: 1.877 2.338 -0.164  -1.236
H: 2.194 3.255 -0.673  0.438
H: 2.734 1.660 -0.141  0.391
H: 1.551 2.604 0.855  0.305
C: -2.062 -2.594 -3.302  -1.798
H: -2.044 -3.658 -3.040  0.333
H: -2.067 -2.553 -4.396  0.485
H: -3.025 -2.187 -2.961  0.430
C: 0.443 -2.964 -3.782  -1.763
H: 1.525 -2.751 -3.824  0.465
H: 0.079 -2.933 -4.822  0.450
H: 0.340 -4.009 -3.422  0.290
Zn: 1.199 0.657 2.616  -0.357
C: -0.963 0.378 -0.819  -0.824
C: -1.646 -0.670 -1.588  -0.761
C: -2.393 -1.602 -0.597  -1.197
C: -1.475 -2.800 -0.138  -0.867
C: -0.300 -3.077 -1.085  -1.646
C: 0.825 -2.196 -1.347  -0.086
C: 1.195 -1.112 -0.294  -0.906
C: -0.028 -0.304 0.277  -0.479
C: 1.213 -1.303 3.111  -1.259
H: -1.708 1.020 -0.304  0.654
H: -2.364 -0.242 -2.284  0.677
H: -3.311 -2.033 -1.029  0.406
H: -2.705 -1.037 0.297  0.279
H: -1.141 -2.683 0.905  0.384
H: -2.086 -3.723 -0.101  0.507
H: -0.147 -4.124 -1.370  0.503
H: 1.718 -2.566 -1.849  0.719
H: 1.940 -0.398 -0.726  -0.035
H: 1.743 -1.594 0.537  0.697
H: -0.591 -0.981 0.929  1.067
H: 0.348 0.516 0.998  -0.333
H: 2.054 -1.406 3.806  0.399
H: 1.306 -2.082 2.329  0.361
H: 0.275 -1.517 3.652  0.302
C: -0.063 3.943 5.817  -0.453
C: -0.994 3.108 5.198  -0.566
C: -0.572 2.106 4.295  -0.040
C: 0.780 2.001 3.954  0.016
C: 1.730 2.764 4.646  -0.132
C: 1.302 3.758 5.555  -0.392
H: -0.394 4.722 6.508  0.359
H: -2.066 3.221 5.409  0.332
H: -1.293 1.417 3.873  0.403
H: 2.792 2.584 4.490  0.348
H: 2.043 4.389 6.064  0.333


(3)
A structure of composition C5H3ErN5O4 at a distorted geometry. Source: OMol25; level of theory: wB97M-V/def2-TZVPD.

Summary:
**Charge**: +3
**HOMO-LUMO gap (spin up / spin down)**: 8.25 / 8.34 eV
**DFT total energy**: -1780.8941 a.u.
**2S+1**: 4
**Lowest unoccupied orbital energy (spin up / spin down)**: -13.905 / -13.821 eV
**ΔE to the lowest compared entry with this formula, charge and spin**: 0.000 eV
**Max |F|**: 0.132 hartree/bohr
**⟨S²⟩**: 3.752

Each line ends with the Mulliken spin population.
Atoms and positions in Å:
O: 0.642 -2.821 -0.383  0.001
C: -0.171 -2.057 -0.073  -0.007
Er: -1.083 0.113 0.755  3.030
O: -1.783 -0.102 -2.871  0.001
C: -1.650 0.006 -1.727  -0.007
C: 0.908 0.156 -0.631  -0.007
O: 2.025 0.127 -0.933  0.001
C: 0.058 2.184 0.578  -0.006
O: 0.869 2.995 0.441  0.002
N: -0.157 1.447 5.000  0.001
N: 0.195 0.490 4.059  0.003
N: 1.136 -0.423 4.316  -0.002
C: 1.198 -1.080 3.144  0.001
N: 0.349 -0.587 2.233  -0.009
N: -0.353 0.425 2.876  -0.002
H: -1.153 1.603 4.905  0.000
H: 0.096 1.020 5.899  0.000
H: 1.813 -1.948 2.973  0.000


(4)
A structure of composition C4H7LiO7 at a distorted geometry. Source: OMol25; level of theory: wB97M-V/def2-TZVPD.

Summary:
**HOMO-LUMO gap**: 9.34 eV
**DFT total energy**: -690.9090 a.u.
**Lowest unoccupied orbital energy**: -0.299 eV
**ΔE to the lowest compared entry with this formula, charge and spin**: 0.000 eV
**Max |F|**: 0.073 hartree/bohr

Each line ends with the Mulliken charge.
Atoms and positions in Å:
O: 0.636 -1.716 0.680  -0.583
C: -0.112 -1.360 1.564  0.910
O: -0.439 -0.115 1.855  -0.401
O: -0.723 -2.240 2.338  -0.463
H: -1.270 -1.802 3.004  0.360
C: -0.557 1.152 -0.056  -0.168
C: 0.257 1.034 1.206  -0.853
O: -1.910 1.501 0.067  -0.537
H: -0.480 0.291 -0.725  0.355
H: 0.110 2.001 -0.456  0.188
H: 0.087 1.871 1.893  0.370
H: 1.296 0.755 0.993  0.441
H: -1.994 2.336 0.537  0.334
H: 1.169 -0.896 -0.310  0.483
O: 1.707 -0.542 -1.046  -0.577
C: 0.998 -0.584 -2.194  1.110
O: 1.548 -0.090 -3.207  -0.902
O: -0.169 -1.055 -2.160  -0.932
Li: -0.155 -0.541 -3.982  0.865


(5)
A cluster of 2 separate species, C2N2O3 in total at a distorted geometry. Source: OMol25; level of theory: wB97M-V/def2-TZVPD.

Summary:
**HOMO-LUMO gap (spin up / spin down)**: 7.96 / 7.98 eV
**DFT total energy**: -411.3173 a.u.
**Lowest unoccupied orbital energy (spin up / spin down)**: -2.680 / -2.707 eV
**ΔE to the lowest compared entry with this formula, charge and spin**: 0.773 eV
**Max |F|**: 0.096 hartree/bohr
**SMILES**: N#CN=O.O=C=O

Each line ends with the Mulliken charge.
Atoms and positions in Å:
C: 1.318 -0.483 -0.208  0.438
C: -2.533 0.741 0.458  0.667
N: 0.223 -0.653 0.196  -0.290
N: 2.586 -0.437 -0.316  0.115
O: -3.223 0.046 -0.086  -0.310
O: 3.533 -0.714 -1.077  -0.263
O: -1.903 1.500 1.033  -0.357


(6)
A structure of composition C39H32FN7O4Ta at a distorted geometry. Source: OMol25; level of theory: wB97M-V/def2-TZVPD.

Summary:
**Charge**: +3
**HOMO-LUMO gap**: 6.19 eV
**DFT total energy**: -2345.8101 a.u.
**Lowest unoccupied orbital energy**: -9.483 eV
**ΔE to the lowest compared entry with this formula, charge and spin**: 0.517 eV
**Max |F|**: 0.028 hartree/bohr

Each line ends with the Mulliken charge.
Atoms and positions in Å:
Ta: -0.201 0.048 0.545  1.970
C: -4.030 0.149 2.975  -1.834
C: -2.743 -0.196 2.327  1.391
N: -2.158 0.528 1.432  0.927
N: -2.715 1.737 1.066  -1.328
C: -1.992 2.283 0.151  0.209
O: -0.890 1.603 -0.296  -0.535
C: -2.240 3.606 -0.380  0.595
C: -1.500 4.056 -1.478  -0.188
C: -1.740 5.319 -1.989  -0.894
C: -2.705 6.129 -1.403  -0.423
C: -3.436 5.684 -0.303  -0.881
C: -3.210 4.423 0.211  -0.462
C: -1.986 -1.422 2.659  0.418
C: -2.488 -2.414 3.472  -1.112
C: -1.733 -3.565 3.681  -0.624
C: -0.502 -3.687 3.059  -0.984
C: -0.055 -2.651 2.262  -0.059
N: -0.768 -1.533 2.075  0.377
H: -4.286 1.186 2.783  0.356
H: -3.986 -0.033 4.049  0.485
H: -4.826 -0.480 2.565  0.411
H: -0.758 3.411 -1.931  0.590
H: -1.186 5.671 -2.848  0.474
H: -2.898 7.112 -1.812  0.456
H: -4.189 6.323 0.138  0.465
H: -3.780 4.054 1.055  0.557
H: -3.461 -2.300 3.929  0.536
H: -2.112 -4.356 4.314  0.487
H: 0.110 -4.569 3.187  0.510
H: 0.906 -2.708 1.764  0.543
C: 3.348 -2.715 -5.563  -1.968
C: 2.376 -3.691 -4.935  0.493
C: 3.001 -5.027 -4.574  -0.923
C: 1.906 -6.012 -4.193  -0.976
C: 0.942 -5.407 -3.200  0.936
C: 0.080 -6.207 -2.490  -0.685
C: -0.770 -5.668 -1.519  -0.133
F: -1.591 -6.488 -0.873  -0.315
C: -0.754 -4.345 -1.197  -1.006
C: 0.124 -3.502 -1.897  0.559
C: 0.229 -2.127 -1.574  1.588
O: -0.506 -1.598 -0.590  -1.141
C: 1.127 -1.346 -2.276  0.211
C: 1.818 -1.876 -3.356  -0.217
N: 1.717 -3.149 -3.688  0.149
C: 0.933 -4.019 -2.932  -0.642
C: 1.258 0.062 -1.822  -0.353
O: 1.122 1.039 -2.481  -0.466
O: 1.439 0.105 -0.450  -0.686
H: 3.778 -3.201 -6.437  0.413
H: 4.170 -2.463 -4.889  0.420
H: 2.867 -1.801 -5.914  0.552
H: 1.547 -3.870 -5.624  0.228
H: 3.705 -4.887 -3.749  0.329
H: 3.568 -5.395 -5.427  0.386
H: 2.335 -6.915 -3.757  0.508
H: 1.359 -6.329 -5.084  0.392
H: 0.064 -7.277 -2.664  0.577
H: -1.408 -3.952 -0.431  0.770
H: 2.443 -1.245 -3.969  0.617
C: 2.957 0.815 3.125  -1.131
C: 1.730 0.402 2.801  -0.300
N: 0.827 1.123 1.999  0.745
C: 1.128 2.525 1.769  0.154
C: 2.520 2.957 2.107  -0.113
C: 3.390 2.128 2.698  -0.494
C: 2.755 4.355 1.816  -0.900
C: 1.721 5.215 1.808  -1.511
C: 0.449 4.798 2.366  1.514
C: -0.474 5.679 2.911  -0.733
C: -1.576 5.169 3.559  -0.476
N: -1.767 3.847 3.735  -0.494
C: -0.883 3.052 3.207  -0.193
N: 0.179 3.470 2.490  0.537
H: 3.601 0.183 3.718  0.520
H: 1.384 -0.570 3.129  0.515
H: 0.954 2.769 0.718  0.091
H: 4.403 2.456 2.894  0.525
H: 3.768 4.712 1.667  0.507
H: 1.860 6.268 1.612  0.527
H: -0.298 6.743 2.842  0.530
H: -2.329 5.819 3.986  0.440
H: -0.971 1.983 3.339  0.686